No. 1
This record from the Open Molecules 2025 dataset describes a molecular structure, C23H23CrN3O7SSi. The level of theory is ωB97M-V/def2-TZVPD.

Geometry as XYZ:
```
59
Properties=species:S:1:pos:R:3:forces:R:3
Cr 0.25343 -0.30264 0.51315 -0.20 0.05 0.03
S -1.53814 0.54358 2.01120 -0.32 0.11 0.34
Si 3.20742 -1.25928 -1.10904 -1.33 0.97 0.34
O -0.59910 2.65846 -2.02309 0.19 -0.06 -0.26
O 3.03404 0.19642 3.28915 2.63 -0.85 2.79
O 3.81657 4.71228 0.47757 -0.56 -0.84 1.80
O -0.38394 0.60210 -1.09938 0.49 1.65 -0.73
O -6.29863 3.62593 -1.37481 -1.03 -0.11 -0.18
O -7.56529 2.69661 0.20667 -1.74 0.25 0.00
O 1.20420 -0.53392 2.16637 1.39 -0.11 0.81
N 1.20536 1.43011 0.61076 -0.29 0.28 0.07
N -0.37589 -2.33192 0.11966 -0.61 -0.33 0.53
N 1.56306 -1.54526 -0.55247 1.36 -0.30 -0.70
C -2.58926 -2.79451 1.15341 2.09 0.32 -0.97
C 2.84371 3.71805 0.68158 -2.85 -2.02 -2.93
C -0.04907 1.91105 -1.23126 -2.12 -1.74 -0.66
C 1.71821 3.62892 -0.36995 0.89 -1.82 2.70
C -6.52546 2.73750 -0.36701 1.95 -0.05 0.11
C 3.79083 -2.63798 -2.19490 -0.81 -1.63 -0.29
C -3.04411 1.07373 1.26384 1.19 -1.21 0.06
C -1.31508 -3.23730 0.41912 -0.11 0.00 0.01
C 0.81332 -2.63737 -0.53990 -1.36 0.26 0.07
C 0.93407 2.36959 -0.27199 3.02 2.13 0.68
C 2.96505 2.64530 1.55177 1.48 2.95 -0.06
C -5.29778 1.84747 1.48266 -1.54 -0.44 0.83
C -5.32418 2.00332 0.11474 -0.93 0.44 -1.04
C -1.14039 -4.56854 0.02890 -1.88 -0.05 0.99
C 2.08977 1.53972 1.63735 0.24 0.16 -0.91
C -3.11875 1.06850 -0.12793 -0.54 0.71 0.26
C -4.26807 1.57248 -0.69241 -0.56 0.44 -1.52
C 4.35289 -1.32255 0.31978 -0.03 -0.45 0.02
C 2.20821 0.33567 2.45847 -3.97 0.50 -2.76
C 0.90002 -3.94929 -1.11837 0.91 0.21 0.14
C -4.17979 1.34915 2.03308 1.95 -0.63 1.93
C 3.20388 0.47890 -1.91288 0.08 -0.68 -1.42
C -0.08512 -4.86083 -0.76779 1.95 -0.91 -1.40
H 4.29096 4.69727 1.34019 -0.08 0.27 -0.91
H -2.22299 0.78941 -0.64985 -0.15 -0.16 -0.59
H -4.40595 1.64288 -1.81688 0.41 -0.11 1.36
H 3.82040 2.85371 2.18367 0.17 -1.02 0.65
H 3.40240 1.31775 -1.21033 0.00 -0.51 -0.64
H 3.14157 -2.71353 -3.09383 0.36 -0.30 0.44
H 4.51810 -2.35813 0.66302 -0.09 0.49 0.07
H -3.02933 -2.00764 0.57715 -0.41 0.59 -0.39
H 3.91270 0.42166 -2.79782 -0.08 0.41 1.21
H 5.27913 -0.85394 0.06921 0.99 0.15 -0.31
H -2.27317 -2.33226 2.06995 -0.18 0.06 0.70
H 3.93870 -0.69910 1.07880 -0.30 0.14 0.98
H -3.28348 -3.59235 1.24505 -0.48 -0.77 0.33
H 3.70238 -3.57567 -1.56112 -0.27 0.93 -0.75
H -5.38233 3.55854 -1.63019 0.66 -0.06 -0.11
H 2.25756 0.66032 -2.47984 0.32 -0.09 0.91
H -4.06022 1.14795 3.11548 -0.33 0.31 -0.65
H -6.20506 1.97689 2.11510 0.77 0.31 -0.78
H 4.81827 -2.70261 -2.50493 0.61 0.62 -0.24
H 1.43796 4.50071 -0.91928 -0.25 0.06 -0.45
H -1.85674 -5.37264 0.30104 0.40 0.86 -0.19
H 1.79239 -4.23618 -1.71968 -1.09 0.21 0.52
H 0.00075 -5.88651 -1.16094 0.05 0.44 0.17
```
Positions in Å, forces in eV/Å.

Summary:
Net charge ... -2
Orbital gap (spin up / spin down) ... 4.17 / 6.67 eV
⟨S²⟩ ... 6.052
HOMO level (spin up / spin down) ... 0.441 / -2.069 eV
Multiplicity ... 5

No. 2
This record from the Open Molecules 2025 dataset describes a molecular structure, C23H23HfN6O7S. The level of theory is ωB97M-V/def2-TZVPD.

Geometry as XYZ:
```
61
Properties=species:S:1:pos:R:3:forces:R:3
Hf -0.17899 1.11881 1.69842 0.22 0.29 0.23
S -2.43994 2.24134 2.37855 -0.21 -0.09 -0.43
O 5.08322 -2.59629 -0.99494 -0.10 -0.06 0.06
O -0.01257 3.50621 1.05834 -0.04 -0.19 -0.02
O 0.43563 1.48608 -0.39366 0.30 -0.33 -0.33
O 1.79352 0.38374 0.89236 0.13 0.14 -0.35
O 1.00344 1.90245 3.06379 -0.06 0.77 1.34
O 5.62668 -2.47938 -3.07322 -0.04 -0.06 -0.15
O 0.52858 3.55621 4.54542 0.21 0.24 0.02
N -4.03255 2.77083 0.31487 0.04 0.12 0.19
N 4.94702 -2.17129 -2.12364 0.04 0.32 0.04
N -2.75709 0.96227 -0.05400 0.28 -0.12 0.30
N -0.81063 0.31004 3.97956 0.09 0.32 0.17
N -0.02682 -1.32956 1.72364 0.06 0.34 -0.16
N -1.77628 0.15001 0.45739 -0.82 0.29 -0.11
C 1.80797 0.59913 -2.74444 0.09 -0.02 -0.10
C -2.58644 -0.87761 -3.76475 -0.01 -0.05 0.05
C -3.01731 -2.19116 -3.91667 0.00 0.02 0.00
C -2.09570 -0.44095 -2.54379 0.04 0.07 -0.12
C 1.47163 0.74298 -0.28238 -0.07 0.16 0.36
C -2.95131 -3.07618 -2.84957 0.03 0.07 0.03
C 2.47225 0.05713 -3.83647 0.03 -0.02 0.04
C -1.44284 -0.90856 -0.17966 0.30 -0.64 -0.13
C -2.43799 -2.64742 -1.63446 -0.11 -0.13 -0.05
C 0.33424 -2.71187 -0.18571 0.27 -0.34 0.07
C 2.20510 0.25081 -1.45734 -0.04 0.03 0.08
C 3.51688 -0.83862 -3.63913 -0.11 0.09 -0.11
C 3.24771 -0.63987 -1.24203 -0.09 0.00 0.03
C 0.44007 2.42366 4.18891 0.28 -0.54 -0.66
C 1.33640 -3.39372 0.50223 -0.02 -0.01 -0.13
C -0.35668 1.36919 4.92748 -0.15 -0.36 0.04
C -0.34404 -1.71412 0.47564 -0.79 0.51 -0.35
C -3.08089 1.94271 0.76417 -0.17 -0.16 -0.11
C -2.01159 -1.33146 -1.47687 0.09 -0.11 0.20
C 3.86836 -1.16948 -2.34510 0.30 -0.36 0.01
C 1.62159 -3.04656 1.80911 -0.01 0.01 0.07
C -0.39421 4.79187 1.60159 0.18 -0.13 0.06
C 0.93162 -1.98379 2.36993 0.07 -0.04 0.01
H -2.64629 -0.18955 -4.59812 0.00 -0.01 0.02
H 0.37909 5.15273 2.27641 -0.02 0.03 0.02
H -4.46703 2.57453 -0.57148 -0.01 -0.01 0.00
H 1.89667 -4.18024 0.01215 -0.03 0.02 0.01
H -3.41225 -2.52498 -4.86757 0.01 0.02 0.01
H -4.38730 3.50831 0.89607 0.01 -0.01 -0.01
H 0.09956 -2.94402 -1.21464 -0.01 -0.02 0.04
H 4.05177 -1.28645 -4.46480 -0.02 0.02 0.00
H 2.38553 -3.55383 2.38094 0.00 -0.01 -0.04
H -2.39107 -3.33691 -0.79856 0.01 0.03 -0.03
H 0.83065 3.61386 0.60124 -0.13 -0.02 -0.07
H 0.98597 1.28995 -2.87916 0.01 -0.02 0.01
H -1.82556 0.27644 3.96935 0.03 -0.09 0.01
H 3.54891 -0.92417 -0.24498 -0.01 0.01 0.00
H -0.48591 -0.59707 4.29250 -0.02 0.00 -0.09
H -1.31432 4.64616 2.15425 -0.01 0.00 -0.01
H -1.77969 0.58698 -2.41298 -0.01 -0.08 0.00
H -1.19303 1.84379 5.43306 -0.03 0.01 0.01
H -3.29614 -4.09566 -2.96150 0.00 0.02 0.00
H -0.55663 5.48111 0.77570 -0.01 0.06 0.02
H 0.29669 0.94409 5.68947 -0.03 -0.01 0.04
H 1.18647 -1.62620 3.36069 0.02 0.01 -0.02
H 2.17585 0.32355 -4.84163 0.01 0.00 0.01
```
Positions in Å, forces in eV/Å.

Summary:
Net charge ... +1
Orbital gap ... 7.40 eV
HOMO level ... -11.346 eV
Multiplicity ... 1

No. 3
This record from the Open Molecules 2025 dataset describes a molecular structure, C23H23IN2O2RhTe. The level of theory is ωB97M-V/def2-TZVPD.

Geometry as XYZ:
```
53
Properties=species:S:1:pos:R:3:forces:R:3
I 1.25674 -2.04639 0.31168 -0.01 0.02 0.00
Te -2.28296 -3.28698 -0.26846 0.52 0.78 0.24
Rh -1.08244 -1.10617 -0.25646 -0.26 -0.51 -0.34
O -1.74166 3.63186 2.72651 -0.01 0.00 -0.01
O -2.86041 -0.35951 -0.66562 -0.09 0.36 0.12
N -5.29973 2.08665 0.06037 0.00 -0.12 -0.05
N -0.32405 0.73267 0.23234 -0.08 -0.53 0.04
C -0.73192 -4.69262 0.02055 -0.03 0.03 -0.04
C -3.21850 2.92788 0.90509 -0.07 0.05 0.01
C -4.56433 3.02396 0.70176 0.10 0.02 0.02
C 3.84439 1.38982 0.66549 -0.01 0.01 0.00
C -1.12816 1.69511 0.58347 -0.30 0.19 0.03
C 1.97751 -0.09084 0.47746 -0.02 -0.08 -0.01
C 2.48422 -7.47943 0.51756 0.00 0.01 0.00
C -5.54431 -0.02517 -1.09021 0.00 0.00 0.01
C 1.08544 0.96921 0.35622 0.06 -0.02 0.05
C 1.05857 -5.97431 -0.91644 -0.01 -0.01 0.00
C 2.98370 2.46215 0.48658 0.01 -0.01 -0.01
C -0.28450 -4.53979 -2.47473 0.04 0.02 -0.04
C 0.01899 -5.07227 -1.10060 0.01 0.01 0.00
C 0.58777 -6.10466 1.42114 -0.01 0.01 0.02
C 3.33811 0.10126 0.64543 -0.01 0.01 0.00
C -3.31474 0.77109 -0.20494 0.07 -0.39 -0.15
C -0.46742 -5.20814 1.29150 0.01 -0.02 0.02
C 1.62527 2.25608 0.32403 -0.04 0.00 0.00
C -1.26347 -4.84647 2.51711 -0.01 0.00 0.00
C -4.72108 1.00684 -0.38680 -0.17 0.08 -0.02
C -2.54750 1.75772 0.43693 0.29 0.08 0.10
C -2.48957 4.05443 1.59226 0.02 0.00 0.01
C 1.35962 -6.49979 0.33592 0.00 0.00 -0.01
H 1.64304 -6.28084 -1.77624 0.00 0.00 0.00
H -5.14136 -0.23643 -2.08160 0.00 0.00 0.00
H -0.68095 2.56335 1.05063 0.01 0.01 -0.02
H -5.11103 3.89193 1.05076 0.00 0.00 0.00
H -2.35351 3.37495 3.42437 0.00 0.00 0.01
H -1.94071 -4.00596 2.35697 0.01 0.01 0.00
H 4.90590 1.55028 0.79134 0.00 0.00 0.00
H 0.37632 -4.98047 -3.21869 0.00 -0.02 0.01
H -1.76438 4.51504 0.91766 0.00 0.00 0.00
H -0.16000 -3.45377 -2.52190 -0.01 -0.03 0.01
H -0.60200 -4.57403 3.33979 0.00 0.00 0.00
H -1.86601 -5.69437 2.84630 0.00 -0.01 0.00
H 0.98907 3.11034 0.14159 0.00 0.01 0.00
H 0.80820 -6.50782 2.40403 0.00 0.00 0.00
H -1.31028 -4.77003 -2.77584 0.00 0.01 0.00
H -3.20864 4.83214 1.85724 0.00 0.00 0.00
H 4.00136 -0.74739 0.74579 0.00 0.00 0.00
H -5.53946 -0.96595 -0.53563 0.00 0.00 0.00
H 3.21483 -7.10379 1.23508 0.00 0.00 0.00
H 3.37150 3.47101 0.45815 0.00 0.00 0.00
H 2.10944 -8.42878 0.90200 0.00 0.00 0.00
H -6.56551 0.33422 -1.17733 0.00 0.00 0.00
H 2.99796 -7.67356 -0.42199 0.00 0.00 0.00
```
Positions in Å, forces in eV/Å.

Summary:
Net charge ... +1
Orbital gap (spin up / spin down) ... 4.86 / 5.36 eV
HOMO level (spin up / spin down) ... -10.971 / -11.197 eV
Multiplicity ... 1

No. 4
This record from the Open Molecules 2025 dataset describes a molecular structure, C23H23N2S2Se4Tc. The level of theory is ωB97M-V/def2-TZVPD.

Geometry as XYZ:
```
55
Properties=species:S:1:pos:R:3:forces:R:3
Tc 2.55758 -0.23697 2.52993 0.69 1.15 0.40
Se 1.76458 3.62373 1.98513 0.15 0.52 0.07
Se 4.38848 4.94753 4.39213 0.04 -0.03 0.04
Se 3.21058 2.04653 2.76383 -0.30 -0.84 0.45
Se 2.83668 5.65193 3.04023 -0.36 -0.54 -0.39
S 0.17888 -0.09357 2.39153 0.64 0.17 -0.74
S 2.37668 -0.23967 0.20163 -0.76 -0.15 0.27
N 0.38748 -0.25597 -1.55137 -0.12 0.34 1.22
N -1.54172 0.29243 0.39333 0.99 -0.17 -0.18
C 0.55528 3.21823 -5.07537 -0.01 -0.04 -0.09
C 2.58658 -2.26257 3.58063 0.00 -0.62 -0.03
C -4.99482 -3.24387 0.59313 -0.07 0.00 0.00
C -2.94812 -2.23417 1.33333 0.01 -0.04 0.04
C -1.86102 0.49123 -1.00577 0.08 0.03 -0.74
C -5.52992 -1.98887 0.36473 -0.07 -0.01 -0.09
C 2.90488 -1.28147 4.55243 -0.37 -0.06 -0.04
C 0.60378 0.83843 -4.79257 0.12 -0.04 0.08
C -3.47982 -0.97037 1.10203 -0.10 0.11 -0.04
C -1.01092 -0.43427 -1.87257 -0.74 0.08 0.06
C 1.01368 3.38353 -3.77767 -0.04 0.04 0.09
C 0.73008 -0.11207 -0.26207 1.97 -0.51 -1.40
C 4.13228 -0.69147 4.17753 0.16 0.27 -0.24
C -3.70412 -3.36697 1.08333 0.08 0.01 -0.05
C -2.63752 0.26143 1.34083 -0.38 -0.17 0.39
C -4.77262 -0.85597 0.61063 0.09 0.02 0.13
C 1.34948 -0.20587 -2.63117 0.38 0.07 -0.41
C 1.07898 0.99703 -3.49917 -0.07 -0.07 -0.07
C 4.57538 -1.30217 2.97553 0.09 -0.01 -0.03
C 1.27018 2.27643 -2.98837 0.02 -0.04 -0.02
C -0.27042 0.05353 0.73833 -1.23 -0.06 2.17
C 0.34918 1.94613 -5.58167 -0.08 0.09 -0.06
C 3.62518 -2.28377 2.61853 -0.14 -0.31 -0.02
H -2.21562 0.24203 2.34553 -0.13 0.15 -0.10
H -1.67012 1.53643 -1.28197 -0.05 -0.10 0.01
H 0.45018 -0.15547 -5.18897 -0.01 -0.11 -0.05
H -2.92042 0.27813 -1.16097 0.12 -0.03 0.05
H -1.94382 -2.32957 1.72403 0.10 -0.02 0.03
H 1.16598 4.37673 -3.38147 0.04 0.06 0.02
H 1.29088 -1.12587 -3.22027 0.01 0.02 0.08
H -3.28922 -4.34767 1.26323 0.05 -0.05 0.05
H 5.52358 -1.13027 2.49173 -0.08 0.12 -0.10
H -6.53442 -1.88557 -0.01507 -0.11 -0.02 -0.03
H 1.63128 2.40253 -1.97567 0.06 0.03 0.09
H 4.69958 0.01363 4.76843 -0.17 0.18 -0.17
H 0.36448 4.07903 -5.69577 -0.04 0.12 -0.06
H 2.37008 -1.10437 5.47093 -0.12 0.13 -0.08
H -1.16272 -0.20567 -2.92837 0.01 0.03 0.11
H 1.78318 -2.97887 3.65443 -0.12 0.16 -0.15
H -1.29882 -1.47887 -1.69437 0.03 0.09 -0.05
H 2.34578 -0.13247 -2.19507 -0.12 -0.14 -0.14
H -0.01732 1.81193 -6.58747 -0.01 0.02 -0.11
H 3.72698 -2.99757 1.81563 -0.13 0.16 -0.12
H -5.58532 -4.12407 0.39363 -0.05 -0.10 -0.01
H -3.24362 1.16443 1.22873 0.11 -0.01 -0.02
H -5.19542 0.12313 0.43843 -0.06 0.13 -0.04
```
Positions in Å, forces in eV/Å.

Summary:
Net charge ... +1
Orbital gap (spin up / spin down) ... 5.78 / 5.84 eV
⟨S²⟩ ... 0.920
HOMO level (spin up / spin down) ... -10.265 / -10.277 eV
Multiplicity ... 2

Table of E_tot (Eh), in record order: -3313.578070; -2191.622697; -1826.240239; -11482.484808
Table of max |F| (hartree/bohr), in record order: 0.0946; 0.0300; 0.0189; 0.0485
Table of energy relative to the best compared isomer or geometry (same formula, charge and spin) (kcal per mole), in record order: 41.9; 29.7; 16.4; 16.3